{"formula": "C43H106BaCuN7O17", "method": "the ωB97M-V functional and the def2-TZVPD basis", "charge": 2, "energy_ev": -136862.175, "elements": ["H", "O", "H", "H", "H", "C", "H", "N", "H", "H", "H", "H", "H", "H", "H", "O", "C", "C", "O", "H", "N", "H", "H", "H", "O", "H", "H", "H", "C", "H", "H", "H", "C", "C", "H", "N", "H", "H", "H", "C", "C", "C", "O", "O", "C", "H", "H", "C", "H", "H", "C", "C", "O", "H", "C", "H", "H", "H", "H", "C", "C", "H", "H", "H", "H", "C", "H", "O", "H", "H", "H", "H", "O", "C", "H", "H", "H", "C", "H", "C", "O", "C", "H", "C", "H", "H", "H", "H", "H", "H", "C", "H", "N", "H", "C", "H", "H", "H", "C", "H", "H", "C", "H", "H", "O", "H", "H", "N", "H", "H", "H", "C", "O", "C", "H", "H", "H", "H", "H", "N", "H", "Ba", "H", "Cu", "H", "H", "C", "H", "H", "H", "H", "H", "H", "H", "H", "C", "C", "H", "H", "C", "C", "H", "C", "H", "H", "H", "H", "O", "H", "H", "C", "H", "C", "O", "H", "H", "C", "H", "H", "H", "H", "C", "H", "C", "C", "C", "C", "H", "O", "H", "N", "O", "C", "O", "H"], "coordinates": [[7.185, 2.073, -3.663], [6.605, 0.315, -2.722], [2.813, -2.499, 0.852], [4.173, -3.526, 2.543], [-2.092, 2.260, -3.293], [-3.091, -2.494, -5.898], [0.458, 2.808, -2.267], [4.370, 0.145, 2.626], [0.725, 5.811, -2.787], [-6.113, -2.735, -0.220], [5.539, -3.935, 1.336], [-3.859, -0.484, -2.090], [1.906, 10.097, 2.310], [3.743, -1.005, -3.644], [-3.663, -2.019, -8.564], [4.749, -2.103, 1.155], [5.500, 1.088, 2.304], [0.739, -0.161, -3.947], [-4.550, -1.729, 0.981], [-3.785, 1.842, 3.124], [-1.176, 3.950, -2.282], [-4.965, 4.679, -0.216], [6.515, 1.960, 0.625], [0.370, -0.636, 5.168], [-3.721, -1.422, -6.563], [5.997, -1.022, -4.255], [-3.553, 0.065, 0.286], [3.716, 3.289, -1.117], [5.687, -0.164, -3.659], [2.025, -7.276, 2.721], [2.071, 4.771, -3.057], [3.775, -3.479, -0.182], [-8.657, -5.308, -1.906], [-4.853, -1.321, 2.294], [-2.478, -2.822, 2.022], [-0.895, 5.816, 3.175], [-6.531, -4.150, -2.956], [4.543, -0.722, 2.138], [-0.333, -1.930, -3.121], [-0.010, -3.827, 2.627], [-1.869, 5.200, 4.048], [3.709, -2.473, 0.232], [-1.185, -4.423, 2.031], [-7.616, -4.695, -1.214], [-0.096, 0.471, 0.341], [-0.954, 7.551, 4.340], [-4.751, -2.170, 2.969], [-2.519, -1.929, -4.638], [-1.458, 1.946, -1.707], [5.498, 0.540, -4.470], [7.637, 1.174, -3.243], [1.203, -8.419, 4.316], [0.221, -9.049, 3.456], [5.381, -1.021, -1.381], [1.175, 4.878, -2.447], [1.509, -0.759, -4.434], [-5.129, -2.570, -7.633], [0.474, 7.548, 1.693], [-0.434, -1.186, -0.163], [0.703, -0.238, 4.209], [0.148, 8.108, 2.570], [2.800, 8.676, 2.022], [-0.328, -6.429, 3.396], [-0.400, 8.945, 2.138], [0.004, 0.537, 3.893], [-1.902, 3.655, 3.930], [-5.473, 3.036, -0.185], [0.441, 0.993, -4.771], [-1.560, 4.511, -3.029], [0.213, 3.579, -3.826], [-5.291, -0.051, 0.090], [4.286, 0.977, 4.566], [-2.257, 3.107, 2.600], [4.396, -0.485, -2.943], [-8.247, -5.936, -2.697], [-5.974, -1.239, -2.215], [2.911, -1.036, 5.483], [5.067, -3.214, 2.002], [5.738, 0.446, 0.287], [-1.968, 2.701, -2.304], [-0.917, -0.364, -0.275], [-6.867, -3.731, -2.007], [-4.959, -3.733, -0.979], [2.303, 5.989, -0.636], [8.295, 1.388, -2.401], [-1.769, 5.416, 5.112], [-1.208, -10.537, 3.431], [3.011, 9.448, 3.560], [-2.339, -2.705, -3.894], [4.917, 2.176, -1.738], [-0.387, -10.175, 4.050], [3.160, 6.088, -1.302], [-1.242, -1.293, -4.884], [-0.002, 5.573, 3.579], [2.926, -0.691, 4.449], [-5.857, -0.895, 2.316], [-4.999, -0.952, -8.096], [5.805, -2.927, 2.751], [0.204, 3.752, -2.749], [-4.660, 3.679, 1.236], [2.479, -6.867, 4.412], [1.649, 1.718, -5.085], [2.811, -1.567, 3.810], [2.548, -1.660, -1.308], [1.472, 4.899, -1.028], [-2.308, -2.905, -6.535], [-3.233, -1.214, -4.229], [0.608, -6.115, 3.607], [-3.839, 2.051, -1.858], [1.184, 0.127, -2.995], [2.616, 5.848, 0.398], [5.604, 1.392, 0.813], [0.957, -0.044, 0.824], [-0.966, 7.290, 3.282], [-0.277, -3.408, 3.597], [0.257, -11.054, 4.089], [-2.233, 1.100, 3.230], [-9.278, -5.879, -1.215], [5.264, 2.014, 2.830], [-5.252, -1.917, -2.016], [3.415, -0.474, -0.377], [-0.892, 4.402, 0.601], [5.029, -0.626, 4.374], [2.528, 1.620, 2.059], [-1.745, -3.085, 0.437], [-3.181, -1.802, -1.276], [1.661, -7.117, 3.736], [0.864, -8.277, 5.342], [1.354, -5.324, 1.841], [-4.225, -0.582, 2.792], [-3.857, -3.227, -5.646], [-1.423, -0.443, -5.397], [-2.605, 3.290, 4.680], [3.868, 0.409, -2.610], [2.020, -9.123, 4.470], [-5.762, -3.032, -1.208], [4.629, 2.752, -0.859], [-3.789, 3.801, -2.233], [2.335, 1.028, -5.575], [-2.802, 1.827, 2.651], [-4.381, -1.791, -7.776], [1.428, 2.547, -5.758], [-2.093, -3.582, 1.342], [2.156, 2.179, -4.237], [-0.916, 3.250, 4.156], [1.756, 6.932, -0.645], [-2.934, -4.155, 0.952], [4.454, 2.071, 0.350], [-3.021, 1.419, 1.665], [5.365, 3.526, -0.642], [-4.120, -1.257, -1.367], [-0.728, -10.019, 5.073], [0.994, -4.986, 2.813], [-3.331, 3.355, -0.296], [8.176, 0.695, -4.060], [0.522, -3.143, 1.966], [-0.489, -0.971, -3.615], [-1.936, 7.524, 2.844], [1.895, -4.577, 3.270], [-9.353, -4.626, -2.394], [-1.162, -0.373, -3.002], [-3.309, 2.988, -1.689], [0.707, -1.052, 3.485], [-4.363, -0.619, 0.034], [2.259, 9.196, 2.812], [-4.670, 3.695, 0.147], [4.208, 0.016, 4.056], [-7.627, -3.034, -2.359], [1.965, 0.336, 4.198], [-2.847, 5.575, 3.748], [4.572, -1.434, -1.824], [-0.346, 1.687, 0.384], [3.514, -1.451, -0.851], [1.266, 8.412, 3.433], [6.512, 0.880, 2.652]]}

=====

{"formula": "C27H21BrF13NO3", "method": "the ωB97M-V functional and the def2-TZVPD basis", "smiles": "Cc1ccccc1CN1C(=O)c2cc(CCC(F)(F)C(F)(F)C(F)(F)C(F)(F)C(F)(F)C(F)(F)F)cc(Br)c2C1=O.CC(C)=O", "energy_ev": -141342.466, "elements": ["H", "F", "H", "C", "O", "C", "F", "C", "H", "H", "C", "H", "C", "C", "H", "C", "F", "H", "C", "C", "C", "C", "C", "H", "C", "C", "H", "C", "C", "C", "F", "H", "C", "F", "C", "F", "N", "H", "H", "H", "C", "F", "C", "C", "C", "H", "H", "Br", "H", "F", "F", "C", "F", "H", "O", "C", "H", "F", "F", "H", "F", "H", "H", "C", "C", "O"], "coordinates": [[3.252, 2.585, -3.918], [1.997, -6.265, -3.563], [-3.852, -3.271, 2.759], [2.799, -2.037, -3.010], [-2.267, 0.080, -1.850], [-5.109, 2.904, 4.318], [2.204, -1.700, -1.848], [-3.931, 3.757, 3.922], [-0.125, 0.453, 1.459], [-0.080, 1.133, 3.548], [4.158, 0.926, -2.868], [-1.504, 2.096, 3.112], [2.748, -4.501, -2.111], [2.943, 1.607, -3.561], [-7.164, 2.454, 3.963], [-3.366, -1.777, 4.196], [2.207, -1.318, -3.977], [-6.743, 4.162, 3.731], [4.710, -0.317, -3.549], [1.069, 3.204, -0.681], [-0.233, 1.359, -1.501], [-3.314, -2.349, 2.932], [2.468, -3.528, -3.289], [-2.679, -0.114, 5.390], [-1.146, 1.271, 3.721], [0.697, 1.080, -2.486], [3.930, 0.745, -1.824], [-1.856, -0.586, 2.141], [-2.569, -1.761, 1.920], [1.841, 1.873, -2.554], [5.078, -2.648, -3.415], [-6.267, 2.955, 2.516], [-1.237, 2.371, 0.328], [1.737, -4.367, -1.238], [4.311, -1.674, -2.902], [3.068, -3.944, -4.414], [-1.779, 1.041, 0.238], [-3.694, 3.589, 2.869], [-2.557, -2.237, 0.947], [-3.077, 3.470, 4.531], [-1.914, 0.001, 3.417], [4.623, -1.569, -1.595], [2.019, 2.926, -1.660], [2.798, -6.008, -2.545], [-6.406, 3.135, 3.583], [-4.145, 4.815, 4.080], [-1.312, 1.522, 4.763], [1.301, 4.639, 0.521], [0.526, 0.251, -3.155], [1.139, -3.576, -3.516], [4.470, -0.338, -4.874], [-2.669, -0.592, 4.422], [4.046, -6.351, -2.832], [2.572, 1.056, -4.416], [-5.008, 2.064, 5.183], [-1.035, 0.021, 1.042], [-3.920, -2.223, 5.006], [2.403, -6.750, -1.508], [6.069, -0.291, -3.413], [2.905, 3.545, -1.691], [3.886, -4.202, -1.476], [4.981, 1.633, -2.880], [-0.702, -0.785, 0.388], [-0.047, 2.391, -0.602], [-1.545, 0.700, -1.159], [-1.705, 3.265, 0.939]]}

=====

{"formula": "C19H47N3O2", "method": "the ωB97M-V functional and the def2-TZVPD basis", "smiles": "CC(C)CCOCCNO.CCN(CC)CC.CCN(CC)CC", "energy_ev": -29024.379, "elements": ["H", "H", "H", "C", "H", "C", "H", "H", "H", "H", "H", "H", "H", "C", "H", "C", "C", "N", "C", "H", "H", "C", "C", "C", "H", "H", "H", "H", "O", "H", "H", "C", "H", "H", "H", "H", "H", "H", "H", "H", "N", "C", "C", "H", "H", "N", "H", "C", "H", "H", "H", "H", "H", "H", "H", "O", "C", "C", "H", "H", "C", "C", "C", "H", "H", "H", "H", "H", "H", "H", "C"], "coordinates": [[3.940, -2.015, -3.550], [-0.712, -1.088, -3.476], [0.819, 1.253, 5.476], [2.922, 0.624, 1.873], [1.848, -2.273, 0.774], [0.885, -0.795, 2.049], [-6.483, 4.572, 2.178], [0.272, -6.068, -0.588], [-5.666, 3.252, 2.998], [1.472, 2.188, 4.141], [-0.625, 4.609, 0.613], [-2.667, 4.473, 2.027], [-4.194, 1.067, 1.196], [1.506, -0.550, -3.421], [-4.136, 1.869, 3.493], [2.252, 1.906, 1.387], [1.951, 0.064, 4.079], [0.745, -6.465, -2.416], [-5.073, 3.536, 0.921], [-0.864, 2.962, 1.197], [2.935, 0.266, 4.521], [1.854, 0.159, -4.868], [-3.192, 1.785, 2.953], [-0.080, -0.180, -3.038], [1.396, -4.514, -1.677], [-0.448, 0.808, -3.547], [-1.277, 3.380, -0.481], [2.908, 0.694, -4.885], [0.303, -6.856, -1.207], [3.295, 0.084, 0.994], [-2.734, 0.838, 3.257], [1.604, -2.191, -3.485], [-5.228, 4.335, 0.184], [0.168, -1.916, 0.348], [0.144, 0.003, 1.930], [2.865, 2.363, 0.603], [3.831, 0.890, 2.427], [2.720, -5.896, -1.635], [-0.091, -6.065, -2.908], [1.355, -4.781, -4.493], [-3.689, 3.068, 0.796], [-3.402, 1.786, 1.441], [2.307, -5.039, -3.820], [0.925, -2.591, -2.588], [0.432, -1.547, 2.707], [2.117, -0.304, 2.670], [3.238, -2.941, -2.066], [-1.288, 3.738, 0.554], [2.728, -6.055, -4.286], [1.583, -0.819, 4.618], [-4.814, 4.781, 2.702], [-5.757, 2.736, 0.609], [2.159, 2.642, 2.187], [0.057, 1.145, 3.891], [1.861, -0.721, -5.674], [3.397, -4.059, -3.936], [-5.519, 4.061, 2.281], [-2.698, 4.130, 0.987], [-2.527, 2.587, 3.285], [-2.985, 4.996, 0.379], [1.106, -1.472, 0.698], [1.856, -5.402, -2.285], [1.020, 1.229, 4.399], [-0.271, -0.150, -1.879], [-2.504, 1.362, 0.976], [1.150, -2.528, -4.519], [1.048, 0.975, -5.196], [1.435, -0.761, -0.065], [1.262, 1.727, 0.959], [2.145, -0.098, -2.536], [3.103, -2.803, -3.229]]}

=====

Number 1: F_max 3.2 eV Å⁻¹, Kohn-Sham gap 5.750 eV. Number 2: F_max 1.7 eV Å⁻¹, Kohn-Sham gap 8.565 eV. Number 3: F_max 3.6 eV Å⁻¹, Kohn-Sham gap 8.764 eV.